No. 1
Entry from the OMol25 dataset: a 3-piece molecular cluster, C23H36BrFI2NO5 overall (ωB97M-V with the def2-TZVPD basis set).

Structure (XYZ):
```
69
C23H36BrFI2NO5 | the OMol25 dataset | ωB97M-V with the def2-TZVPD basis set
I 4.629 -3.457 -2.614
I 6.073 -0.788 1.391
Br 4.407 0.919 -2.087
F 0.725 -0.682 0.696
O -3.996 1.287 0.711
O 0.271 5.384 -0.348
O -0.857 4.811 1.501
O -3.620 -3.170 0.723
O -2.300 -2.855 2.508
N 3.201 -0.163 -1.223
C -3.531 -0.371 -1.047
C -2.749 -3.562 1.442
C -0.462 7.112 1.206
C 0.549 0.337 -3.347
C -1.313 -4.982 2.685
C -1.521 5.498 2.581
C -1.959 -4.851 1.308
C -2.793 2.001 0.733
C -3.772 -0.096 0.458
C -0.275 5.708 0.669
C -1.703 -0.800 -2.778
C -1.184 -3.527 3.114
C -0.979 0.442 -3.346
C -0.841 6.857 2.664
C 5.603 -2.577 -0.937
C 1.939 -0.059 -1.287
C 1.235 -1.131 -0.460
C 7.005 -3.030 -0.774
C 4.979 -1.717 -0.183
C 2.379 -2.190 -0.296
C 3.555 -1.267 -0.282
C 1.175 0.924 -2.037
C -2.047 -0.630 -1.288
H 0.454 7.687 1.110
H -1.324 0.599 -4.362
H -4.093 -1.267 -1.273
H 7.066 -4.044 -1.155
H 0.499 -1.617 -1.086
H -2.864 -0.381 0.995
H -1.474 7.627 3.100
H -1.233 -3.401 4.192
H 2.288 -2.886 0.527
H 0.886 0.987 -4.145
H -1.456 0.141 -0.809
H -2.617 -5.684 1.077
H 0.361 1.265 -1.407
H -1.837 -1.568 -0.775
H -1.412 4.919 3.495
H -0.364 -5.516 2.683
H -2.588 -1.036 -3.351
H -1.991 -5.507 3.359
H -2.583 5.579 2.339
H 7.300 -3.075 0.264
H -2.031 1.558 1.381
H -1.034 -1.652 -2.893
H -0.263 -3.064 2.747
H -4.570 -0.713 0.841
H 1.778 1.803 -2.222
H -3.871 0.472 -1.642
H -1.218 -4.727 0.516
H -1.268 7.593 0.650
H 7.677 -2.439 -1.385
H 0.063 6.782 3.270
H -1.284 1.330 -2.804
H 3.426 -0.759 0.676
H -2.393 2.070 -0.284
H 2.212 -2.795 -1.180
H 0.886 -0.672 -3.562
H -2.950 3.020 1.058
```

Results
HOMO-LUMO gap ... 7.24 eV
Calculated total energy ... -125115.036 eV
Net charge ... +1
ΔE to the lowest compared entry with this formula, charge and spin ... 22.6 kcal/mol

No. 2
Entry from the OMol25 dataset: C23H36Cl2N3O8S3Ta as an isolated structure (ωB97M-V with the def2-TZVPD basis set).

Structure (XYZ):
```
76
C23H36Cl2N3O8S3Ta | the OMol25 dataset | ωB97M-V with the def2-TZVPD basis set
Ta 0.642 1.022 0.313
Cl -4.219 -1.255 2.101
Cl -1.670 -1.655 0.685
S 0.743 -2.974 -2.691
S 2.812 2.246 0.010
S 1.284 0.443 3.466
O 0.356 0.208 2.209
O 2.943 0.920 -0.645
O 2.312 1.793 1.400
O 1.422 2.693 -0.543
O 3.849 3.187 -0.034
O -2.985 1.437 -1.776
O 0.722 -3.143 -1.120
O 1.177 -0.915 0.016
N 0.392 0.644 -2.035
N -0.284 2.735 1.665
N -1.305 1.351 -0.202
C 1.125 -4.657 -3.212
C -1.594 4.629 3.207
C 2.293 -3.209 3.891
C 2.612 -0.757 3.248
C -2.307 3.744 2.426
C 1.386 0.447 -2.917
C -1.615 2.823 1.656
C -2.292 1.867 0.745
C 0.412 3.607 2.424
C -1.067 1.179 -3.863
C -0.732 0.458 5.378
C -0.999 -3.071 -3.170
C 2.170 -2.155 2.792
C -1.271 -4.521 -3.574
C -1.826 1.275 -1.490
C -0.031 1.004 -4.764
C 1.211 0.624 -4.277
C -1.969 0.551 4.494
C 0.026 -5.022 -4.207
C -0.205 4.567 3.193
C -0.796 1.003 -2.522
C 0.392 -0.388 4.776
C -3.348 -2.215 0.914
H -2.065 1.472 -4.159
H 2.136 -0.884 -0.136
H 0.019 -1.333 4.377
H 3.284 -0.269 2.542
H -3.096 2.358 0.200
H -3.388 3.769 2.387
H -2.106 5.370 3.806
H 1.878 -4.159 3.554
H -1.504 -5.116 -2.689
H -0.182 1.176 -5.822
H 2.055 0.484 -4.939
H -2.736 1.157 4.975
H 1.150 -2.114 2.407
H 0.199 -4.527 -5.165
H -1.568 -2.722 -2.307
H -1.137 -2.372 -3.997
H 2.135 -4.695 -3.615
H 1.162 -0.578 5.528
H 3.338 -3.383 4.149
H 2.798 -2.449 1.950
H 1.767 -2.922 4.802
H 3.114 -0.783 4.219
H -2.117 -4.584 -4.256
H 1.069 -5.249 -2.297
H 1.486 3.523 2.396
H 0.018 -6.095 -4.386
H -3.300 -3.238 1.264
H 0.886 -2.252 -0.634
H -0.348 1.456 5.605
H -2.391 -0.440 4.316
H -2.751 1.048 1.311
H -1.003 -0.007 6.326
H 0.394 5.262 3.764
H -1.741 0.994 3.526
H -3.857 -2.131 -0.038
H 2.346 0.171 -2.516
```

Results
HOMO-LUMO gap ... 8.82 eV
Calculated total energy ... -104378.728 eV
Net charge ... +2
ΔE to the lowest compared entry with this formula, charge and spin ... 9.7 kcal/mol

No. 3
Entry from the OMol25 dataset: C23H36Cl2N5O3PmSi2Te as an isolated structure (ωB97M-V with the def2-TZVPD basis set).

Structure (XYZ):
```
73
C23H36Cl2N5O3PmSi2Te | the OMol25 dataset | ωB97M-V with the def2-TZVPD basis set
Pm 11.863 9.432 17.796
Te 13.191 8.644 14.631
Cl 9.928 4.638 16.770
Cl 14.613 2.309 17.833
Si 13.539 12.058 13.869
Si 11.243 6.884 12.338
O 11.575 11.713 18.832
O 11.309 7.143 17.497
O 13.814 8.475 18.479
N 7.793 9.410 15.428
N 7.185 7.232 15.948
N 10.526 9.349 19.820
N 10.056 9.687 16.343
N 5.986 8.409 14.455
C 9.924 7.919 21.613
C 12.584 6.955 11.016
C 12.336 3.609 17.234
C 13.620 3.685 17.790
C 11.553 4.789 17.220
C 13.935 7.237 18.766
C 6.996 8.335 15.259
C 14.233 10.321 13.612
C 10.340 8.886 22.557
C 13.401 6.097 18.162
C 10.868 10.322 20.741
C 8.928 9.546 15.970
C 10.808 10.120 22.125
C 9.968 8.187 20.238
C 9.524 6.913 11.566
C 12.295 12.617 12.586
C 11.072 5.322 13.376
C 11.437 8.550 13.277
C 14.796 13.371 13.993
C 11.255 11.731 20.276
C 12.675 11.847 15.627
C 12.081 6.084 17.603
C 14.098 4.874 18.327
H 13.316 11.273 16.279
H 12.450 6.278 10.201
H 11.285 12.114 12.883
H 15.289 10.118 13.880
H 11.214 10.857 22.870
H 12.352 12.806 16.117
H 10.411 12.437 20.423
H 12.136 13.695 12.563
H 9.548 7.790 10.950
H 9.312 6.012 10.944
H 14.613 7.001 19.585
H 10.236 8.619 23.634
H 10.163 5.287 13.906
H 11.750 11.184 15.569
H 13.476 6.627 11.601
H 7.921 7.242 16.660
H 5.896 9.159 13.805
H 12.610 12.179 11.604
H 11.546 9.441 12.545
H 15.518 13.489 14.848
H 12.302 12.356 18.736
H 9.705 6.889 21.902
H 10.631 8.772 13.936
H 12.051 12.100 20.880
H 14.200 10.033 12.556
H 15.075 4.842 18.785
H 5.530 7.543 14.256
H 11.829 5.408 14.175
H 8.693 7.001 12.272
H 14.254 14.270 14.023
H 12.786 7.974 10.640
H 6.564 6.417 15.944
H 9.531 7.486 19.499
H 15.400 13.375 13.070
H 11.970 2.692 16.750
H 11.347 4.376 12.791
```

Results
HOMO-LUMO gap (alpha / beta) ... 6.70 / 6.89 eV
2S+1 ... 5
Calculated total energy ... -102665.505 eV
Net charge ... +2
ΔE to the lowest compared entry with this formula, charge and spin ... 22.1 kcal/mol

No. 4
Entry from the OMol25 dataset: a 4-piece molecular cluster, C23H36F9N2O10 overall (ωB97M-V with the def2-TZVPD basis set).

Structure (XYZ):
```
80
C23H36F9N2O10 | the OMol25 dataset | ωB97M-V with the def2-TZVPD basis set
F 2.097 4.112 -0.941
F 9.868 -10.167 2.317
F 0.974 2.677 -2.118
F 4.609 -4.842 -1.468
F 3.037 2.263 -1.564
F 6.509 -4.998 -2.501
F 8.402 -10.947 0.924
F 4.657 -4.945 -3.631
F 10.205 -9.990 0.185
O -9.668 2.336 0.717
O 8.304 -7.992 2.165
O 0.365 2.793 0.596
O 5.780 -2.448 -1.473
O 1.801 1.042 0.491
O 5.209 -2.311 -3.659
O 8.182 -8.274 -0.075
O -7.199 4.903 1.490
O -2.846 0.199 1.817
O -4.901 5.006 1.683
N -4.346 1.931 1.654
N -3.436 2.401 -0.488
C 0.334 2.444 3.014
C -2.497 2.085 -2.675
C -4.558 3.634 -2.296
C -4.402 2.880 0.466
C 7.451 -7.034 -0.233
C 9.274 -9.951 1.147
C 8.387 -5.846 -0.197
C -3.841 0.654 1.319
C 5.967 -1.012 -1.387
C -3.917 4.227 0.964
C 1.363 2.095 0.117
C 5.398 -2.917 -2.646
C 1.887 2.806 -1.149
C -8.940 3.281 1.504
C -0.384 2.221 1.703
C -4.625 -0.194 0.336
C 8.529 -8.596 1.158
C 4.657 -0.283 -1.204
C 5.275 -4.455 -2.562
C -7.972 4.077 0.641
C -3.510 2.703 -1.722
C -5.992 5.363 0.901
C -5.658 1.817 2.268
H 4.126 -0.660 -0.330
H 0.524 3.507 3.173
H -6.412 1.340 1.615
H -0.567 1.171 1.500
H -4.611 4.556 -1.714
H -9.683 3.939 1.956
H -5.890 4.929 -0.100
H 4.010 -0.405 -2.071
H -3.532 4.814 0.118
H -4.907 -1.132 0.824
H -6.015 2.823 2.493
H -8.533 4.682 -0.086
H -2.448 2.632 -3.619
H 1.288 1.918 3.040
H -9.021 1.776 0.271
H 6.962 -7.119 -1.199
H -6.057 6.458 0.830
H 6.615 -0.877 -0.523
H -8.363 2.770 2.280
H -5.543 3.151 -2.258
H -1.523 2.100 -2.186
H -7.311 3.374 0.110
H -3.097 4.099 1.686
H -5.503 0.319 -0.054
H 6.503 -0.674 -2.273
H 6.682 -6.966 0.535
H -0.288 2.075 3.829
H -3.942 -0.441 -0.479
H -4.310 3.906 -3.326
H 9.166 -5.954 -0.952
H -1.344 2.728 1.674
H 4.852 0.776 -1.061
H 8.870 -5.759 0.776
H -2.779 1.049 -2.897
H 7.835 -4.929 -0.390
H -5.585 1.276 3.220
```

Results
HOMO-LUMO gap ... 4.31 eV
Calculated total energy ... -72346.920 eV
Net charge ... -1

No. 5
Entry from the OMol25 dataset: C23H36GeLiNO2SSi as an isolated structure (ωB97M-V with the def2-TZVPD basis set).

Structure (XYZ):
```
66
C23H36GeLiNO2SSi | the OMol25 dataset | ωB97M-V with the def2-TZVPD basis set
Ge 0.685 1.653 -2.078
S -1.682 2.228 0.110
Si -2.230 -2.832 -1.793
O 0.195 -1.299 1.472
O -1.704 1.095 1.170
N -1.280 -2.351 -0.468
C -0.700 -3.206 0.405
C 2.140 1.367 2.949
C -0.798 -4.620 0.409
C 1.335 3.467 -2.512
C 0.218 5.145 2.358
C 2.593 -1.144 1.835
C 3.439 0.887 2.827
C -2.875 -1.319 -2.689
C 0.609 0.693 -3.800
C -1.066 1.569 -1.334
C -0.647 3.878 2.101
C 0.100 -2.688 1.466
C -0.211 -5.414 1.383
C -1.277 -3.851 -3.077
C 0.655 -3.465 2.456
C 1.067 0.593 2.535
C 2.112 0.755 -1.063
C -0.373 6.376 1.650
C -0.413 3.329 0.701
C 1.299 -0.655 1.977
C 0.511 -4.855 2.425
C -3.780 -3.829 -1.343
C 3.655 -0.367 2.271
Li -1.148 -0.400 0.053
H -3.496 -1.625 -3.538
H 0.309 7.241 1.675
H -1.695 4.174 2.213
H -1.307 6.680 2.153
H 1.430 4.076 -1.613
H 0.333 5.222 3.465
H -1.914 -4.121 -3.925
H -0.395 4.163 -0.005
H 0.538 2.784 0.636
H -1.370 -5.097 -0.378
H 3.055 0.823 -1.614
H 2.300 3.433 -3.026
H 1.550 0.798 -4.346
H 0.607 3.955 -3.164
H -0.437 -3.263 -3.457
H -0.866 -4.768 -2.650
H 1.233 4.936 1.984
H -3.567 -4.779 -0.848
H -4.405 -3.239 -0.667
H -4.366 -4.040 -2.243
H -3.486 -0.703 -2.024
H -2.070 -0.682 -3.057
H 1.875 -0.302 -0.925
H 4.278 1.494 3.145
H 1.953 2.360 3.341
H -1.851 1.553 -2.089
H 2.757 -2.106 1.368
H -0.195 1.097 -4.419
H -0.462 3.098 2.846
H 0.417 -0.369 -3.638
H -0.331 -6.492 1.328
H 1.211 -2.989 3.254
H 0.958 -5.470 3.196
H 2.271 1.199 -0.079
H 4.667 -0.738 2.148
H 0.044 0.952 2.553
```

Results
HOMO-LUMO gap ... 3.73 eV
Calculated total energy ... -105454.503 eV
Net charge ... -2
ΔE to the lowest compared entry with this formula, charge and spin ... 1.3 kcal/mol

No. 6
Entry from the OMol25 dataset: C23H36IIrN2O3PSSeTe as an isolated structure (ωB97M-V with the def2-TZVPD basis set).

Structure (XYZ):
```
70
C23H36IIrN2O3PSSeTe | the OMol25 dataset | ωB97M-V with the def2-TZVPD basis set
Ir -0.425 0.273 0.102
I -1.300 -0.722 5.949
Te -2.828 -0.028 0.674
Se 1.051 -1.108 -1.200
S -4.624 0.739 -2.138
P -0.903 3.041 -1.807
O -2.064 -0.833 -2.637
O -0.994 1.579 -1.430
O 1.540 1.862 0.390
N -0.294 -2.019 2.087
N -0.034 -0.708 1.894
C -0.334 -0.121 3.065
C 3.339 -1.934 0.860
C 3.215 2.988 1.622
C 1.855 -6.683 1.447
C 3.714 2.739 0.183
C -5.453 2.915 -1.094
C -2.175 3.420 -3.005
C 2.767 1.671 -0.347
C -5.590 2.148 -2.211
C 1.228 -2.786 -0.279
C 0.290 -3.811 -0.499
C 2.345 -3.016 0.541
C -0.700 -2.272 3.328
C 2.524 -4.278 1.096
C 1.959 2.123 1.739
C 0.507 -5.053 0.089
C -4.541 2.344 -0.165
C 0.654 3.532 -2.548
C -0.746 -1.060 4.000
C -0.936 -3.616 -1.348
C 1.625 -5.313 0.873
C -1.162 4.103 -0.388
C -3.997 1.163 -0.597
H -3.157 3.266 -2.553
H 0.558 4.543 -2.948
H -0.697 -3.797 -2.399
H -1.974 -1.478 -3.346
H -4.312 2.780 0.798
H -0.217 -5.843 -0.081
H 1.445 3.525 -1.802
H 3.142 0.665 -0.162
H 2.977 4.039 1.779
H 3.388 -4.455 1.727
H 3.898 -1.630 -0.027
H -6.211 2.341 -3.071
H -0.075 -2.674 1.339
H 2.057 -7.401 0.651
H -2.124 3.850 0.059
H -1.160 5.154 -0.679
H -0.218 0.941 3.186
H 4.050 -2.279 1.610
H 1.136 2.635 2.238
H -5.986 3.840 -0.930
H 0.976 -7.037 1.988
H 0.911 2.850 -3.359
H -2.024 0.034 -3.053
H -0.368 3.920 0.336
H 2.704 -6.691 2.129
H 3.665 3.649 -0.414
H 3.955 2.705 2.368
H -2.083 4.454 -3.337
H 4.744 2.387 0.163
H 2.832 -1.046 1.242
H -0.911 -3.275 3.658
H -2.077 2.759 -3.867
H -1.714 -4.321 -1.058
H -1.328 -2.604 -1.271
H 2.152 1.173 2.246
H 2.532 1.743 -1.406
```

Results
HOMO-LUMO gap (alpha / beta) ... 6.32 / 6.33 eV
Calculated total energy ... -137256.654 eV
Net charge ... +1